No. 1
The following is a DFT calculation (ωB97M-V with the def2-TZVPD basis set) of C11H10ClN3 in the gas phase in a non-equilibrium geometry.

Calculated values
HOMO level = -9.1111 eV
Largest force on an atom = 0.03704 Eh/bohr
LUMO level = -0.563 eV
SMILES = [H]/N=C(/C)Cc1cnc2c(Cl)cccc2n1

Last column: Löwdin charge in e.
Atoms and positions in Å:
C: -0.5677 3.3251 1.0289  -0.041
C: -1.6998 2.3000 0.8265  -0.420
N: -2.6333 2.4897 -0.0067  0.134
C: -1.5660 1.0081 1.6893  -0.088
C: -0.5216 0.1357 0.9774  -0.249
C: 0.8408 0.1117 1.4443  -0.067
N: 1.8263 -0.5725 0.9080  0.136
C: 1.3933 -1.2620 -0.1902  -0.233
C: 2.3571 -2.0382 -0.9288  -0.566
Cl: 4.0598 -2.0790 -0.4606  0.648
C: 2.0189 -2.7671 -2.0326  -0.111
C: 0.6612 -2.7717 -2.5087  -0.064
C: -0.2697 -2.0265 -1.8358  -0.026
C: 0.0648 -1.2727 -0.6655  -0.201
N: -0.9324 -0.5556 -0.0626  0.187
H: 0.2204 3.0976 0.2885  0.086
H: -0.1133 3.1345 2.0170  0.068
H: -0.9233 4.3565 0.9190  0.079
H: -3.2577 1.6778 -0.0042  0.052
H: -2.5233 0.4621 1.6612  0.114
H: -1.2951 1.2352 2.7304  0.112
H: 1.0813 0.7200 2.3288  0.120
H: 2.7600 -3.3616 -2.5728  0.106
H: 0.3315 -3.3432 -3.3779  0.108
H: -1.3123 -2.0039 -2.1729  0.116

No. 2
The following is a DFT calculation (ωB97M-V with the def2-TZVPD basis set) of a molecular structure, C17H27BrF6N6O6S2 in a non-equilibrium geometry.

Calculated values
HOMO level = -7.6400 eV
Largest force on an atom = 0.04166 Eh/bohr
LUMO level = -1.664 eV

Last column: Löwdin charge in e.
Atoms and positions in Å:
C: 6.3126 2.4850 0.1866  -0.073
C: 5.7832 2.3268 -1.2477  -0.286
C: 4.3794 1.7444 -1.3314  -0.655
Br: 3.8073 1.6733 -3.1887  0.815
C: 4.2174 0.3783 -0.7208  -0.260
N: 4.9413 -0.6867 -1.5231  0.157
C: 4.2285 -1.8200 -1.3257  -0.335
N: 4.7637 -3.0145 -1.2897  0.176
C: 3.9835 -4.2149 -1.0300  -0.163
O: 4.9385 -5.2424 -1.0767  -0.111
O: 4.4696 -6.3332 -0.2958  0.019
N: 2.9010 -1.6173 -1.1535  0.033
C: 2.0501 -1.9504 -2.3266  -0.127
C: 0.6159 -2.3219 -1.9283  -0.163
C: -0.4326 -1.3677 -2.5022  -0.182
C: -1.8509 -1.9417 -2.4870  -0.137
N: -2.6887 -1.2297 -1.5553  -0.137
C: -3.6486 -1.8137 -0.7596  -0.094
C: -4.2450 -0.8322 0.0182  -0.073
C: -3.6399 0.4019 -0.3228  -0.063
C: -2.6987 0.1162 -1.2983  -0.118
C: 2.7801 -0.2194 -0.5886  -0.279
N: 1.6482 0.5099 -1.0128  0.108
H: 7.3857 2.3411 0.1823  0.077
H: 6.0877 3.4691 0.5746  0.081
H: 5.9075 1.7594 0.8845  0.060
H: 6.4587 1.7221 -1.8450  0.100
H: 5.7282 3.3153 -1.6848  0.104
H: 3.6958 2.4136 -0.8181  0.112
H: 4.6411 0.3241 0.2725  0.135
H: 5.8801 -0.7724 -1.1401  0.156
H: 5.7575 -3.1129 -1.4308  0.175
H: 3.5138 -4.1580 -0.0511  0.146
H: 3.2067 -4.3519 -1.7751  0.128
H: 4.7090 -6.0861 0.6088  0.111
H: 2.5020 -2.8141 -2.8060  0.108
H: 2.0699 -1.1527 -3.0624  0.110
H: 0.5679 -2.3192 -0.8450  0.122
H: 0.3919 -3.3277 -2.2717  0.108
H: -0.1325 -1.0607 -3.4991  0.114
H: -0.4407 -0.4779 -1.8922  0.062
H: -1.8508 -2.9925 -2.2201  0.116
H: -2.2751 -1.8739 -3.4891  0.123
H: -3.8636 -2.8648 -0.7575  0.104
H: -5.0208 -0.9511 0.7486  0.088
H: -3.8593 1.3675 0.0873  0.087
H: -2.0417 0.8044 -1.7952  0.102
H: 2.6514 -0.3693 0.4799  0.154
H: 1.0100 0.7378 -0.2709  0.113
H: 1.8259 1.2908 -1.6233  0.031
C: -8.5984 4.3124 4.2601  -0.690
F: -9.6894 4.8682 3.7315  0.127
F: -7.8765 5.2786 4.8357  0.125
F: -8.9856 3.4588 5.2121  0.126
S: -7.6463 3.4585 2.9363  0.572
O: -7.2719 4.4987 2.0216  -0.290
O: -8.5290 2.4414 2.4430  -0.288
N: -6.4775 2.9375 3.8743  -0.303
S: -5.3087 2.0862 3.2476  0.563
O: -4.4104 2.8039 2.3828  -0.304
O: -5.6593 0.7549 2.8349  -0.296
C: -4.3590 1.8529 4.8073  -0.688
F: -5.0759 1.2027 5.7266  0.127
F: -3.9752 3.0216 5.3290  0.124
F: -3.2591 1.1335 4.5557  0.115

No. 3
The following is a DFT calculation (ωB97M-V with the def2-TZVPD basis set) of C4H4O3 in the gas phase in a non-equilibrium geometry.

Calculated values
HOMO level = -10.2187 eV
Largest force on an atom = 0.02178 Eh/bohr
LUMO level = 0.859 eV
SMILES = C1O[C@]12O[C@]21CO1

Last column: Löwdin charge in e.
Atoms and positions in Å:
O: 0.0986 -0.9739 -1.2590  0.146
C: 0.7275 -0.0276 -0.4956  -0.503
O: 2.0456 -0.0439 -0.1046  0.075
C: 1.4332 1.2216 -0.4945  0.007
C: -0.3940 -0.5801 0.1300  -0.313
C: -1.7375 -0.6434 0.6383  0.020
O: -0.5744 -1.2380 1.3063  0.085
H: 1.7947 1.6805 -1.4014  0.117
H: 1.2066 1.8469 0.3678  0.124
H: -2.3429 -1.4257 0.1954  0.123
H: -2.2574 0.1836 1.1172  0.120

No. 4
The following is a DFT calculation (ωB97M-V with the def2-TZVPD basis set) of a molecular structure, C18H28N2O5Ru.

Calculated values
HOMO level (alpha / beta) = -14.3091 / -15.3995 eV
Largest force on an atom = 0.01083 Eh/bohr
2S+1 = 5
Charge = +2
LUMO level (alpha / beta) = -5.571 / -8.780 eV

Last column: Löwdin charge in e.
Atoms and positions in Å:
Ru: 0.4958 0.1035 0.6657  1.353
C: 0.6720 -3.0372 0.6536  -0.051
N: 0.4836 -1.9927 1.6751  -0.330
C: -0.7653 -2.2254 2.4195  -0.057
C: 1.6551 -1.9514 2.5768  -0.138
C: 2.7690 -1.2144 1.8944  -0.222
C: 4.1004 -1.5596 2.0034  0.006
C: 5.0736 -0.7823 1.3744  0.000
C: 4.7255 0.3433 0.6247  -0.035
C: 3.3989 0.7023 0.4998  -0.061
C: 2.4201 -0.1116 1.0923  -0.254
H: 0.6911 -4.0257 1.1211  0.113
H: 1.6099 -2.8753 0.1251  0.101
H: -0.1512 -2.9977 -0.0575  0.079
H: -0.7477 -3.1978 2.9195  0.110
H: -1.6069 -2.2002 1.7290  0.090
H: -0.8974 -1.4486 3.1715  0.091
H: 1.9587 -2.9606 2.8707  0.146
H: 1.3635 -1.4226 3.4879  0.136
H: 4.3910 -2.4268 2.5835  0.133
H: 6.1165 -1.0508 1.4779  0.128
H: 5.4916 0.9382 0.1470  0.125
H: 3.1265 1.5812 -0.0716  0.113
C: -1.4708 0.0403 -3.3218  0.004
C: -1.3014 -1.4025 -2.9656  -0.433
C: -1.3052 -2.4236 -4.0549  -0.003
O: -1.9338 -1.7363 -1.8220  0.072
C: 0.6844 -1.2660 -2.3865  -0.461
O: 1.3020 -1.8026 -3.2285  0.227
O: 0.7473 -0.6301 -1.3468  -0.047
H: -2.4852 0.1694 -3.7135  0.119
H: -0.7676 0.3381 -4.0974  0.114
H: -1.3583 0.6779 -2.4463  0.070
H: -2.3142 -2.4658 -4.4778  0.119
H: -1.0408 -3.4154 -3.6845  0.108
H: -0.6112 -2.1581 -4.8473  0.105
H: -2.1284 -2.6853 -1.8234  0.136
C: -3.3668 3.6514 0.5160  0.007
N: -2.3066 2.6532 0.2804  -0.098
C: -1.0664 3.1712 -0.2992  -0.007
C: -2.4540 1.3791 0.5674  -0.439
C: -3.7592 0.8320 1.0486  0.050
O: -1.5056 0.5398 0.4207  -0.183
H: -2.9087 4.6355 0.4900  0.102
H: -3.8201 3.5195 1.4937  0.103
H: -4.1303 3.6007 -0.2586  0.114
H: -1.3180 3.9436 -1.0223  0.110
H: -0.5305 2.3806 -0.8181  0.065
H: -0.4292 3.6118 0.4684  0.106
H: -4.5840 1.5325 1.0010  0.084
H: -3.6379 0.4866 2.0766  0.111
H: -3.9939 -0.0399 0.4381  0.106
O: 0.6807 1.7126 3.2828  0.219
C: 0.6241 1.1282 2.3234  -0.154

No. 5
The following is a DFT calculation (ωB97M-V with the def2-TZVPD basis set) of 14 unconnected molecules or ions with the total composition C62H166N14O17 in a non-equilibrium geometry.

Calculated values
HOMO level = -8.4095 eV
Largest force on an atom = 0.06145 Eh/bohr
LUMO level = 0.425 eV

Last column: Löwdin charge in e.
Atoms and positions in Å:
C: 2.4763 -1.3975 -5.5021  -0.058
C: 3.6493 -2.2448 -5.1349  -0.447
C: 3.6301 -3.0201 -3.7850  -0.199
O: 3.4184 -2.1859 -2.6427  -0.218
C: 3.0324 -3.0071 -1.4759  -0.068
N: 3.9205 -3.1784 -6.2367  0.029
H: 1.6563 -2.1134 -5.5578  0.087
H: 2.7025 -0.8247 -6.4015  0.081
H: 2.2705 -0.6715 -4.7155  0.065
H: 4.5371 -1.6382 -4.9561  0.126
H: 4.6068 -3.4855 -3.6522  0.116
H: 2.9139 -3.8415 -3.7661  0.123
H: 3.7794 -3.7851 -1.3181  0.088
H: 2.0253 -3.4230 -1.5058  0.078
H: 3.0275 -2.3173 -0.6319  0.066
H: 4.6187 -3.8630 -5.9839  0.061
H: 4.3899 -2.7805 -7.0376  0.069
C: -1.4818 -3.0557 -2.9570  -0.016
C: -1.0258 -2.0514 -1.8085  -0.360
C: 0.0394 -1.0061 -2.1986  -0.165
O: 0.3910 -0.0432 -1.1759  -0.215
C: 1.3435 0.9354 -1.6607  -0.054
N: -2.1994 -1.2896 -1.4492  0.042
H: -0.7201 -3.8092 -3.1575  0.071
H: -1.7146 -2.5128 -3.8731  0.073
H: -2.4554 -3.5150 -2.7860  0.044
H: -0.7280 -2.6210 -0.9282  0.115
H: -0.2793 -0.4961 -3.1077  0.126
H: 0.9686 -1.5371 -2.4054  0.095
H: 2.2407 0.4144 -1.9946  0.079
H: 1.7193 1.5602 -0.8504  0.065
H: 0.9713 1.4839 -2.5260  0.071
H: -1.9310 -0.5754 -0.7874  0.029
H: -2.5675 -0.7524 -2.2212  0.068
C: 1.7956 -4.1197 3.1393  -0.036
C: 1.7289 -4.6291 1.6566  -0.396
C: 1.9370 -6.1335 1.4632  -0.121
O: 3.1438 -6.4177 2.2541  -0.225
C: 4.4108 -6.1109 1.7216  -0.121
N: 0.4530 -4.2709 1.0512  0.051
H: 2.8342 -3.9446 3.4200  0.075
H: 1.3749 -4.7464 3.9256  0.054
H: 1.2713 -3.1709 3.2539  0.051
H: 2.4951 -4.0954 1.0942  0.095
H: 2.1163 -6.5157 0.4583  0.122
H: 1.1556 -6.7476 1.9109  0.114
H: 5.0950 -6.3620 2.5322  0.091
H: 4.4759 -5.0867 1.3543  0.072
H: 4.7396 -6.7739 0.9214  0.080
H: -0.3045 -4.8319 1.4140  0.039
H: 0.3121 -3.2920 1.2563  0.016
C: 7.1696 -3.5952 2.4464  -0.054
C: 8.0458 -4.1872 1.2813  -0.405
C: 8.3566 -3.1850 0.1868  -0.212
O: 7.1023 -2.7804 -0.3167  -0.194
C: 7.0768 -1.7365 -1.2680  -0.095
N: 9.2496 -4.6483 1.9664  0.023
H: 6.2689 -3.0489 2.1667  0.041
H: 7.7359 -2.8105 2.9481  0.067
H: 6.8677 -4.2372 3.2740  0.077
H: 7.5345 -5.0643 0.8847  0.130
H: 8.9635 -3.7112 -0.5500  0.123
H: 8.9661 -2.3740 0.5855  0.127
H: 7.5698 -1.9658 -2.2127  0.087
H: 7.4086 -0.7988 -0.8223  0.079
H: 6.0302 -1.6478 -1.5595  0.074
H: 10.0692 -4.7393 1.3831  0.065
H: 9.5149 -4.0108 2.7035  0.062
C: 0.1299 -7.9019 4.6455  -0.059
C: -0.9324 -7.0335 5.3705  -0.411
C: -1.3981 -5.7409 4.6630  -0.253
O: -1.9722 -6.0634 3.4408  -0.166
C: -2.3637 -4.8418 2.7201  -0.071
N: -2.1013 -7.8674 5.4964  0.025
H: 0.3615 -8.8146 5.1945  0.071
H: 1.1305 -7.5052 4.4732  0.066
H: -0.2791 -8.2981 3.7161  0.071
H: -0.5155 -6.8013 6.3505  0.133
H: -0.4970 -5.1285 4.6299  0.092
H: -2.0122 -5.1444 5.3377  0.121
H: -1.5542 -4.1414 2.5144  0.047
H: -3.0809 -4.2595 3.2985  0.086
H: -2.9079 -5.1276 1.8200  0.085
H: -2.3756 -8.0468 4.5410  0.065
H: -2.8622 -7.3420 5.9027  0.071
C: -0.8989 2.9709 -4.0095  -0.076
C: -1.8769 3.7116 -4.9212  -0.376
C: -1.1134 4.5923 -5.9662  -0.161
O: -0.2911 5.5570 -5.3106  -0.197
C: 0.2069 6.6020 -6.0755  -0.130
N: -2.7143 2.6214 -5.4768  0.079
H: -0.1215 3.6212 -3.6084  0.069
H: -0.3238 2.2843 -4.6307  0.075
H: -1.3168 2.4028 -3.1784  0.059
H: -2.5548 4.3463 -4.3505  0.100
H: -1.7099 5.0935 -6.7286  0.117
H: -0.4906 3.9279 -6.5652  0.122
H: -0.5555 7.2228 -6.5463  0.084
H: 0.8160 6.2363 -6.9022  0.084
H: 0.8189 7.1625 -5.3688  0.092
H: -3.4915 2.3657 -4.8846  0.037
H: -3.2489 3.0431 -6.2228  0.011
C: 2.9928 0.5896 9.1594  -0.063
C: 3.6137 -0.7366 8.7729  -0.415
C: 3.1416 -1.2213 7.3467  -0.197
O: 1.7761 -1.6408 7.4233  -0.204
C: 1.3013 -2.0105 6.1135  -0.084
N: 5.0702 -0.6807 8.7974  0.032
H: 3.4661 1.3804 8.5774  0.061
H: 3.1313 0.7186 10.2328  0.076
H: 1.9226 0.5860 8.9527  0.075
H: 3.2646 -1.5647 9.3897  0.133
H: 3.6908 -2.1047 7.0209  0.119
H: 3.2225 -0.4766 6.5549  0.100
H: 1.6257 -3.0125 5.8324  0.077
H: 1.6625 -1.2349 5.4381  0.065
H: 0.2147 -1.9873 6.1971  0.089
H: 5.2986 0.1399 8.2547  0.011
H: 5.4348 -0.3441 9.6771  0.067
C: 3.0735 5.0598 1.3835  -0.079
C: 2.9877 3.5696 1.2487  -0.410
C: 3.9743 3.0746 0.1419  -0.220
O: 5.3016 3.2768 0.5355  -0.189
C: 6.2393 2.8082 -0.4334  -0.091
N: 3.3226 2.8822 2.4990  0.074
H: 2.2531 5.2710 2.0694  0.067
H: 2.8549 5.6892 0.5208  0.081
H: 4.0100 5.4347 1.7963  0.084
H: 1.9664 3.2934 0.9867  0.110
H: 3.8404 3.6472 -0.7759  0.122
H: 3.7318 2.0412 -0.1059  0.097
H: 6.3131 1.7216 -0.4786  0.073
H: 7.2227 3.2119 -0.1926  0.082
H: 6.0451 3.2086 -1.4284  0.087
H: 4.3096 2.9677 2.6954  0.053
H: 3.2658 1.8892 2.3230  0.027
C: -5.9027 -1.4663 0.1892  -0.051
C: -5.3404 -2.8557 -0.0703  -0.412
C: -5.4069 -3.2874 -1.5399  -0.221
O: -5.2258 -4.6689 -1.6189  -0.167
C: -5.1098 -5.1353 -2.9283  -0.129
N: -3.9475 -2.8185 0.3074  0.040
H: -6.9854 -1.3721 0.1061  0.074
H: -5.5998 -0.7459 -0.5707  0.051
H: -5.5236 -1.2566 1.1894  0.079
H: -5.8274 -3.5657 0.5982  0.138
H: -4.6828 -2.7855 -2.1817  0.108
H: -6.4229 -3.0463 -1.8525  0.122
H: -6.0346 -5.0698 -3.5015  0.084
H: -4.8017 -6.1804 -2.8953  0.092
H: -4.4186 -4.6056 -3.5839  0.072
H: -3.5250 -1.9956 -0.0980  0.018
H: -3.3698 -3.4599 -0.2169  0.062
C: 6.0147 -0.0988 5.3065  -0.046
C: 6.6326 1.1806 6.0058  -0.365
C: 7.0612 2.1921 4.8759  -0.185
O: 8.0371 1.5467 4.0030  -0.213
C: 8.5390 2.4192 2.9497  -0.071
N: 5.6071 1.7618 6.8665  0.030
H: 6.6060 -0.4871 4.4773  0.062
H: 5.0245 0.0855 4.8898  0.058
H: 5.7692 -0.8756 6.0307  0.059
H: 7.5302 0.8488 6.5275  0.137
H: 7.5098 3.0811 5.3194  0.110
H: 6.1553 2.6030 4.4303  0.106
H: 7.7552 2.7689 2.2778  0.069
H: 9.1989 1.7277 2.4258  0.086
H: 9.1204 3.2029 3.4354  0.085
H: 4.7433 1.9024 6.3625  0.078
H: 5.8709 2.6735 7.2119  0.081
C: -3.8371 4.9372 2.3561  -0.049
C: -2.4880 5.6522 2.6839  -0.408
C: -1.8810 6.2587 1.3642  -0.203
O: -1.6489 5.2589 0.3879  -0.201
C: -0.4374 4.5521 0.6812  -0.093
N: -2.8401 6.7274 3.5839  0.023
H: -4.5985 5.6684 2.0846  0.077
H: -4.1320 4.3394 3.2185  0.078
H: -3.6711 4.2986 1.4885  0.047
H: -1.8100 4.9025 3.0916  0.130
H: -1.0112 6.8715 1.6008  0.114
H: -2.5472 7.0066 0.9341  0.122
H: 0.4424 5.1739 0.8469  0.067
H: -0.2566 3.9850 -0.2320  0.090
H: -0.5896 3.8173 1.4717  0.080
H: -2.0089 7.2930 3.6800  0.064
H: -3.5267 7.3960 3.2652  0.072
C: -4.7165 0.9191 -2.9150  -0.076
O: -4.9130 0.9164 -4.3498  -0.219
C: -5.9154 0.0059 -4.8102  -0.201
C: -7.3404 0.4101 -4.4554  -0.183
N: -7.6381 0.1496 -3.0193  -0.048
C: -9.0752 0.1444 -2.7446  -0.186
C: -9.8083 1.4586 -3.1625  -0.232
O: -9.4175 2.5133 -2.3438  -0.190
C: -9.9596 3.7778 -2.5548  -0.116
H: -4.8869 -0.0553 -2.4574  0.062
H: -5.4943 1.5794 -2.5314  0.080
H: -3.7050 1.1848 -2.6079  0.065
H: -5.7107 -1.0388 -4.5761  0.119
H: -5.7718 0.0238 -5.8906  0.114
H: -8.0561 0.0333 -5.1860  0.127
H: -7.3871 1.4941 -4.5601  0.100
H: -7.2078 0.8800 -2.4701  0.074
H: -9.2282 0.0432 -1.6701  0.111
H: -9.5116 -0.7490 -3.1913  0.115
H: -10.8816 1.3362 -3.0174  0.119
H: -9.6047 1.5977 -4.2243  0.108
H: -9.6602 4.2199 -3.5051  0.078
H: -9.6402 4.4094 -1.7259  0.093
H: -11.0473 3.7071 -2.5506  0.085
C: -2.7044 1.5621 0.2557  -0.074
O: -2.0196 0.3975 0.6425  -0.254
C: -1.8812 0.2385 2.0126  -0.183
C: -1.0976 -1.1001 2.2341  -0.154
N: 0.2114 -1.2859 1.5802  -0.029
C: 1.2254 -0.4945 2.2614  -0.190
C: 2.6000 -0.7629 1.7333  -0.241
O: 3.5358 -0.0115 2.4004  -0.218
C: 4.8449 -0.2106 1.9885  -0.084
H: -2.3636 2.3970 0.8680  0.068
H: -3.7734 1.3757 0.3590  0.100
H: -2.5047 1.7759 -0.7943  0.071
H: -2.8732 -0.0048 2.3933  0.126
H: -1.3793 1.1077 2.4377  0.119
H: -1.7757 -1.9115 1.9695  0.089
H: -0.9626 -1.2620 3.3035  0.115
H: 0.1770 -1.0218 0.6060  0.077
H: 1.3460 -0.7430 3.3158  0.103
H: 1.0883 0.5868 2.2741  0.121
H: 2.7068 -0.4235 0.7030  0.114
H: 2.7875 -1.8315 1.8384  0.115
H: 5.0841 -1.2540 2.1936  0.082
H: 5.5330 0.4813 2.4741  0.088
H: 4.9049 -0.0457 0.9127  0.083
C: -3.8243 4.7726 -1.9079  -0.068
O: -4.9688 4.5115 -2.7743  -0.196
C: -5.4960 5.6484 -3.4139  -0.235
C: -6.7145 5.2785 -4.2941  -0.154
N: -6.4695 4.1190 -5.2087  -0.045
C: -5.4938 4.4096 -6.1629  -0.226
C: -5.2699 3.2321 -7.1778  -0.189
O: -4.1090 3.5861 -7.9277  -0.251
C: -3.6780 2.5499 -8.8454  -0.074
H: -3.0394 5.2705 -2.4772  0.081
H: -3.3327 3.9780 -1.3465  0.065
H: -4.0795 5.4235 -1.0718  0.076
H: -4.7430 6.2611 -3.9096  0.119
H: -5.9309 6.2547 -2.6194  0.116
H: -7.0319 6.1914 -4.7982  0.117
H: -7.5495 5.1502 -3.6053  0.089
H: -6.0563 3.4360 -4.5900  0.078
H: -4.5386 4.5984 -5.6731  0.099
H: -5.8103 5.2831 -6.7329  0.130
H: -6.0898 3.1168 -7.8867  0.123
H: -5.0598 2.3098 -6.6362  0.096
H: -2.7493 2.9811 -9.2190  0.089
H: -4.4773 2.4893 -9.5840  0.083
H: -3.4633 1.5597 -8.4435  0.086